[1]
{"formula": "C14H17ClN3O4PdS2", "method": "the ωB97M-V functional and the def2-TZVPD basis", "elements": ["Pd", "O", "S", "O", "O", "O", "C", "C", "N", "C", "C", "C", "C", "C", "C", "C", "C", "N", "C", "N", "H", "H", "H", "H", "H", "H", "H", "H", "H", "Cl", "C", "H", "H", "C", "S", "C", "H", "H", "H", "H", "H", "H"], "coordinates": [[1.64604, -0.56540, -0.76911], [-0.01922, -2.06993, 2.56318], [0.85997, -1.65646, 1.37021], [-0.02780, -1.67665, 0.14906], [1.33621, -0.26955, 1.56280], [1.94105, -2.58916, 1.19106], [0.31426, 3.48095, -0.01950], [1.02278, 2.42600, -0.55060], [0.45890, 1.22521, -0.74539], [-0.81933, 1.03853, -0.40223], [-1.58874, 2.03161, 0.18249], [-1.00646, 3.27825, 0.35648], [-2.99811, 1.77524, 0.56814], [-3.49150, 0.90483, 1.44901], [-2.77627, -0.01849, 2.36560], [-3.52809, -0.66366, 3.38853], [-2.85776, -1.56343, 4.25685], [-1.58720, -1.79185, 4.19447], [-0.86266, -1.02128, 3.23934], [-1.49950, -0.21242, 2.24338], [0.79500, 4.43838, 0.11940], [2.06317, 2.52668, -0.82825], [-1.22281, 0.05168, -0.56565], [-1.57733, 4.08569, 0.79818], [-3.72576, 2.40820, 0.06897], [-4.56845, 0.91579, 1.57299], [-4.59573, -0.52166, 3.47403], [-3.42854, -2.10671, 5.00281], [-0.14157, -0.39358, 3.77305], [4.10226, 0.52418, -0.65009], [3.99898, -1.04970, -1.32996], [4.13469, -1.86677, -0.63326], [4.31877, -1.11158, -2.35796], [1.82770, 0.25924, -4.07761], [0.88974, -0.90906, -3.09186], [1.55781, -2.46742, -3.67959], [1.52083, 0.18743, -5.11936], [2.89655, 0.07026, -3.99178], [1.59789, 1.25838, -3.71156], [2.64422, -2.46870, -3.61521], [1.24185, -2.63926, -4.70653], [1.15415, -3.25378, -3.04453]], "atomic_forces_ev_per_a": [[-0.5, 0.2, -0.3], [-0.3, 0.2, 0.4], [0.3, 0.2, -0.5], [0.4, 0.1, 0.1], [0.0, -0.5, -0.1], [-0.2, -0.2, 0.4], [0.0, 0.0, 0.0], [0.0, -0.1, -0.1], [-0.1, 0.4, 0.2], [0.1, -0.1, -0.1], [-0.1, -0.1, 0.0], [0.0, 0.1, 0.0], [0.0, 0.1, -0.1], [0.0, -0.1, 0.1], [0.0, 0.2, -0.1], [-0.1, -0.1, 0.1], [0.0, 0.0, 0.0], [-0.2, 0.2, -0.1], [0.4, -0.4, -0.3], [-0.1, -0.2, 0.2], [0.0, 0.0, 0.0], [0.0, 0.0, 0.0], [0.0, 0.0, 0.0], [0.0, 0.0, 0.0], [0.0, 0.0, 0.0], [0.0, -0.1, 0.0], [0.0, 0.0, 0.0], [0.0, 0.0, 0.0], [0.0, 0.1, 0.0], [0.2, 0.1, 0.0], [0.2, 0.1, 0.1], [0.0, 0.0, 0.0], [0.0, -0.1, 0.0], [0.1, 0.1, -0.1], [-0.1, -0.1, 0.0], [0.1, -0.1, 0.0], [0.0, 0.0, 0.0], [0.0, 0.0, 0.0], [0.0, 0.0, 0.0], [0.0, 0.0, 0.0], [0.0, 0.0, 0.0], [0.0, 0.0, 0.0]], "mulliken_spin": [1.366, 0.045, -0.026, 0.162, 0.089, 0.034, 0.010, -0.001, 0.195, -0.014, 0.008, -0.008, -0.030, 0.027, -0.048, 0.419, -0.033, 0.298, -0.041, 0.308, 0.001, 0.001, 0.000, 0.001, -0.002, 0.004, 0.017, 0.001, 0.047, 0.168, 0.755, 0.020, 0.001, -0.008, 0.215, -0.010, 0.009, 0.002, -0.001, 0.007, 0.011, -0.001], "de_lowest_kj_mol": 0.0, "spin_multiplicity": 5, "charge": 1, "orbital_gap_ev": [8.7, 7.0], "s2": 6.0528, "e_lumo_ha": [-0.11127, -0.19396], "homo_ev": [-11.76, -12.26]}

=====

[2]
{"formula": "C19H52N5O15SZn", "method": "the ωB97M-V functional and the def2-TZVPD basis", "elements": ["C", "N", "C", "C", "C", "C", "O", "H", "H", "H", "H", "H", "H", "H", "H", "H", "H", "H", "H", "H", "H", "Zn", "S", "O", "O", "O", "O", "C", "C", "O", "O", "H", "H", "H", "H", "H", "H", "C", "C", "O", "O", "H", "H", "H", "H", "H", "H", "C", "C", "O", "O", "H", "H", "H", "H", "H", "H", "O", "C", "N", "C", "H", "H", "H", "H", "H", "O", "C", "N", "C", "H", "H", "H", "H", "H", "O", "C", "N", "C", "H", "H", "H", "H", "H", "O", "C", "N", "C", "H", "H", "H", "H", "H"], "coordinates": [[1.02096, 5.40010, 2.05678], [0.40359, 4.19579, 1.34877], [1.22288, 4.07191, 0.01787], [0.60401, 2.96424, 2.30591], [-1.11966, 4.58176, 1.14212], [-2.08643, 3.52005, 0.57344], [-1.71393, 3.24971, -0.74197], [2.10237, 5.32062, 1.94566], [0.60843, 5.28580, 3.05920], [0.71767, 6.38674, 1.70658], [0.91949, 3.15782, -0.49251], [2.30318, 4.07851, 0.16277], [1.04827, 4.92320, -0.64010], [1.67243, 3.00058, 2.51866], [0.30368, 2.04460, 1.80378], [0.03978, 3.02539, 3.23650], [-1.02089, 5.46617, 0.51270], [-1.40214, 4.89694, 2.14660], [-3.05739, 4.00841, 0.65627], [-2.28930, 2.62972, 1.16864], [-1.23302, 2.42137, -0.80677], [-1.35558, -2.68191, -1.83218], [-0.08546, -0.13098, -0.35068], [-0.74582, -0.34783, 0.89583], [-0.37449, -1.26931, -1.22982], [-0.46804, 1.13025, -0.87925], [1.34152, -0.05401, -0.10149], [4.28071, 1.30697, 0.02838], [4.09814, 1.01836, -1.40790], [3.49049, -0.21384, -1.59732], [3.01545, 1.61795, 0.61783], [4.87070, 2.17944, 0.30905], [4.79170, 0.44537, 0.45809], [5.08486, 1.02150, -1.87101], [3.39103, 1.70731, -1.86991], [2.75486, -0.18222, -0.98131], [2.34419, 0.99455, 0.33079], [0.49601, -2.83120, -3.94041], [-0.71172, -2.38614, -4.67787], [-1.60639, -1.88592, -3.75920], [0.14631, -3.68534, -2.82827], [1.04820, -2.01080, -3.48203], [1.32009, -3.26720, -4.50511], [-1.30688, -3.12243, -5.21803], [-0.44352, -1.60921, -5.39380], [-2.37483, -1.73558, -4.31462], [0.49731, -4.57176, -2.94084], [-1.36776, -1.39734, 3.88731], [-2.16997, -0.03727, 3.86640], [-1.66678, 0.87177, 2.91570], [-1.50844, -2.19427, 2.76436], [-1.93159, -1.96659, 4.62633], [-0.29189, -1.30861, 4.03815], [-2.02726, 0.45842, 4.82662], [-3.22020, -0.20169, 3.62540], [-1.23589, 0.34054, 2.24211], [-1.18088, -1.65853, 2.03822], [3.84925, -2.87484, 2.69921], [3.15245, -2.03151, 2.10665], [2.84105, -2.20192, 0.77540], [2.58360, -0.89861, 2.88817], [3.07276, -3.02746, 0.24165], [2.26660, -1.50388, 0.32502], [2.77419, 0.06536, 2.41642], [2.89495, -0.88065, 3.93260], [1.49488, -0.94996, 2.90089], [-0.94904, -3.88827, -0.23672], [-0.58228, -4.91016, 0.33202], [-1.06805, -6.04003, -0.10015], [0.33511, -4.92180, 1.56587], [-1.56542, -6.09296, -0.97759], [-0.66148, -6.92957, 0.15190], [1.27087, -5.46597, 1.43815], [-0.21472, -5.35072, 2.40362], [0.63760, -3.90333, 1.80937], [1.03040, 1.77548, -5.12251], [0.42616, 1.68444, -4.06327], [1.11118, 1.25524, -3.02560], [-0.96251, 2.21278, -3.94133], [2.01813, 0.82358, -3.13153], [0.63720, 1.31183, -2.13553], [-1.26468, 2.50125, -4.94810], [-1.15789, 2.92430, -3.13905], [-1.52331, 1.30708, -3.71044], [-2.96688, -1.88411, -0.91679], [-3.79044, -1.34975, -0.17932], [-3.35187, -0.47325, 0.69019], [-5.24525, -1.71103, -0.20791], [-3.96390, 0.26548, 1.00609], [-2.35221, -0.34601, 0.75805], [-5.85677, -1.23877, -0.97675], [-5.67768, -1.43450, 0.75368], [-5.18415, -2.78963, -0.35273]], "atomic_forces_ev_per_a": [[-0.6, -0.8, 0.4], [0.3, 0.5, -0.5], [-0.9, -0.5, 0.2], [0.4, 1.0, -1.3], [1.2, -0.9, 0.7], [0.7, 0.9, 0.1], [-1.0, 1.1, -0.3], [-0.1, -0.1, 0.6], [0.7, 0.4, 0.3], [-0.3, -0.4, -0.6], [0.1, 0.2, 0.1], [-0.2, -0.4, 0.7], [-0.7, 0.1, 0.3], [-0.1, -0.4, 0.0], [0.2, 0.3, -0.2], [-0.2, 0.6, -0.3], [-0.5, -0.2, -0.2], [-0.2, 0.0, 0.0], [-0.2, 0.4, -0.6], [0.9, -0.2, 0.4], [-0.1, -0.3, 0.2], [-1.4, -0.7, 0.6], [0.1, -0.9, -0.8], [-0.5, -1.0, 2.3], [1.9, 1.6, -0.1], [-1.0, 1.0, -1.0], [1.5, -1.5, 0.3], [-0.4, 1.0, 1.1], [0.7, 1.1, -1.0], [0.2, -1.7, 0.0], [0.9, 0.3, 1.1], [0.4, 0.0, -0.7], [-0.1, -0.3, 0.4], [-0.2, 0.0, -0.4], [0.7, 1.0, 0.0], [-0.5, -0.4, -0.6], [-0.3, 0.1, 0.0], [1.9, -0.1, 0.3], [0.9, -0.5, -1.9], [-1.5, 1.0, 1.3], [-0.1, -0.1, -0.3], [-0.6, 0.6, 0.1], [-0.6, -0.4, -0.6], [0.9, -0.8, -0.3], [0.3, 0.1, 0.0], [-0.8, 0.4, 0.8], [-0.2, -0.1, 0.0], [-2.0, 0.7, 0.9], [1.3, -0.6, 0.0], [0.2, 0.6, 0.1], [-0.3, -0.4, -1.4], [0.8, 0.0, 0.8], [0.0, 0.6, 1.0], [-0.4, -0.3, 0.3], [-0.1, -0.4, 0.4], [0.1, 0.5, -0.3], [0.0, -0.4, -0.7], [0.5, -0.4, 0.6], [-1.7, -0.1, -4.2], [1.0, -0.1, 3.3], [-0.4, 0.7, 0.8], [0.4, 0.0, 0.3], [-0.6, 0.7, 0.0], [0.6, 0.0, -0.3], [0.3, -0.1, -0.2], [-0.1, -0.5, -0.2], [0.2, 1.4, 0.0], [0.6, 0.6, 0.8], [0.1, -2.9, -0.7], [-0.3, 0.5, -0.4], [-0.2, 0.4, 0.2], [-0.1, 0.1, 0.4], [-0.2, -0.4, -0.3], [0.1, 0.0, 0.0], [-0.5, 0.0, 0.0], [-0.5, -0.5, -1.2], [1.6, 2.0, -2.2], [-0.1, -0.8, 2.4], [-0.5, -1.3, 0.0], [-0.2, 0.2, -0.2], [0.6, -0.3, -0.2], [0.0, 0.5, 0.4], [0.2, 0.1, -0.3], [-0.6, 0.0, 0.3], [0.5, -1.7, -1.4], [-0.8, 0.8, -0.1], [-1.0, 1.1, 0.6], [0.3, 0.0, 0.4], [0.0, -0.3, 0.4], [0.0, 0.3, -0.1], [0.4, -0.1, -0.2], [-0.1, -0.4, 0.0], [-0.7, 0.0, 0.1]], "mulliken_spin": [0.000, 0.000, 0.001, -0.002, 0.000, 0.000, 0.000, 0.000, 0.000, 0.000, -0.001, 0.000, 0.000, 0.000, 0.002, 0.000, 0.000, 0.000, 0.000, 0.000, 0.000, 0.001, 0.002, 0.004, -0.001, -0.001, 0.004, -0.001, 0.000, 0.001, 0.001, 0.000, 0.000, 0.000, 0.000, 0.001, 0.002, 0.000, 0.000, 0.000, 0.000, 0.000, 0.000, 0.000, 0.000, 0.000, 0.000, 0.000, 0.000, 0.000, 0.000, 0.000, -0.001, 0.000, 0.000, 0.000, -0.001, 0.883, 0.014, 0.043, 0.028, 0.005, 0.000, 0.009, 0.002, 0.005, 0.001, 0.000, 0.000, -0.001, 0.000, 0.000, 0.000, 0.000, 0.000, 0.000, 0.000, 0.000, 0.000, 0.000, 0.000, 0.000, 0.000, 0.000, 0.000, 0.000, 0.000, 0.000, 0.000, 0.000, 0.000, 0.000, 0.000], "spin_multiplicity": 2, "charge": 2, "orbital_gap_ev": [7.4, 2.6], "s2": 0.7550, "e_lumo_ha": [-0.19435, -0.37044], "homo_ev": [-12.72, -12.72]}

=====

[3]
{"formula": "C4H6N2O", "method": "the ωB97M-V functional and the def2-TZVPD basis", "elements": ["N", "C", "C", "O", "N", "C", "C", "H", "H", "H", "H", "H", "H"], "coordinates": [[-1.70154, 1.06410, 1.44070], [-0.60785, 0.73908, 0.88242], [-0.42436, -0.66655, 0.29767], [-1.20096, -1.58847, 0.27807], [0.86174, -0.65348, -0.22618], [1.46239, 0.58694, -0.02199], [0.65342, 1.44536, 0.62288], [-1.17703, -2.08436, -2.25882], [-1.65497, 2.03217, 1.76858], [-0.84713, -2.64794, -2.61061], [1.27669, -1.44308, -0.69358], [2.47293, 0.75140, -0.37686], [0.88667, 2.46483, 0.89775]], "atomic_forces_ev_per_a": [[0.4, 0.1, -0.1], [-0.3, 0.1, 0.1], [-0.2, -0.4, 0.0], [0.4, 0.4, 0.0], [-0.1, -0.1, 0.0], [-0.1, 0.1, 0.1], [0.1, 0.0, -0.1], [0.0, 0.0, 0.0], [0.0, -0.1, 0.0], [0.0, 0.0, -0.1], [-0.1, 0.1, 0.1], [-0.2, 0.0, 0.1], [0.0, -0.2, 0.0]], "nbo_charge": [-0.520, 0.150, 0.625, -0.522, -0.630, 0.062, -0.374, 0.013, 0.334, -0.015, 0.424, 0.221, 0.233], "de_lowest_kj_mol": 197.4, "charge": 0, "orbital_gap_ev": 8.8, "e_lumo_ha": -0.01019, "homo_ev": -9.11, "smiles": "[H]/N=C1\\C=CNC1=O.[H][H]"}

=====

[4]
{"formula": "C27H31BrF2N5O3", "method": "the ωB97M-V functional and the def2-TZVPD basis", "elements": ["C", "C", "F", "C", "C", "C", "O", "O", "C", "C", "C", "O", "F", "C", "N", "C", "C", "Br", "H", "H", "H", "H", "H", "H", "H", "H", "H", "H", "H", "N", "C", "C", "C", "C", "H", "H", "H", "H", "H", "N", "C", "C", "C", "C", "H", "H", "H", "H", "H", "N", "C", "C", "C", "C", "H", "H", "H", "H", "H", "N", "C", "C", "C", "C", "H", "H", "H", "H", "H"], "coordinates": [[-0.78179, 0.55852, 6.69177], [0.10249, 1.63591, 6.06465], [-0.67255, 2.59204, 5.43999], [1.11656, 1.10626, 5.07432], [0.93520, 1.22822, 3.69321], [-0.30046, 1.86560, 3.09706], [-0.29152, 2.93362, 2.57505], [-1.34814, 1.03460, 3.19173], [1.90039, 0.75455, 2.79755], [1.79587, 0.87370, 1.29605], [1.50980, -0.46609, 0.66344], [2.28955, -1.10232, 0.04823], [0.24842, -0.89362, 0.88122], [3.01051, 0.14243, 3.32539], [3.19434, 0.00555, 4.65173], [4.44865, -0.66931, 5.05198], [2.26721, 0.46709, 5.52045], [2.55267, 0.22978, 7.34964], [-0.87048, -0.33324, 6.07520], [-1.77332, 0.99838, 6.80109], [-0.43579, 0.31955, 7.69388], [0.65007, 2.15009, 6.85825], [-1.97843, 1.23379, 2.48109], [1.08038, 1.63208, 0.98262], [2.76164, 1.19090, 0.90604], [3.78695, -0.25169, 2.68322], [4.55512, -0.70655, 6.12481], [4.46360, -1.67010, 4.62886], [5.28028, -0.10506, 4.63552], [-2.49706, -1.76845, 8.74150], [-2.09697, -3.02372, 9.11625], [-1.93307, -3.02028, 10.47488], [-2.24912, -1.71365, 10.93852], [-2.59563, -0.96456, 9.84684], [-2.69516, -1.48569, 7.80057], [-1.96676, -3.80693, 8.38935], [-1.62601, -3.86126, 11.07312], [-2.22995, -1.36749, 11.95799], [-2.90591, 0.06321, 9.76325], [0.20105, 0.99098, -2.46300], [1.49123, 0.98386, -2.92808], [1.54774, 1.82617, -4.00443], [0.24487, 2.36425, -4.19450], [-0.56328, 1.83066, -3.22935], [-0.14125, 0.45561, -1.68782], [2.25063, 0.37977, -2.46041], [2.42488, 2.03253, -4.59491], [-0.06367, 3.05864, -4.95747], [-1.61053, 1.97232, -3.02592], [1.03711, -0.19185, -7.82168], [1.00698, -0.62385, -6.52249], [0.71694, -1.96179, -6.53747], [0.56791, -2.35193, -7.89760], [0.77060, -1.23805, -8.66499], [1.22340, 0.75014, -8.11064], [1.19148, 0.05281, -5.70636], [0.62123, -2.59342, -5.67001], [0.33646, -3.33617, -8.26837], [0.74746, -1.10179, -9.73218], [-2.50014, 1.00038, -11.06769], [-2.13489, 0.22753, -9.99769], [-3.06733, -0.76433, -9.85935], [-4.03228, -0.58453, -10.88812], [-3.65425, 0.51113, -11.61658], [-1.99946, 1.80276, -11.40018], [-1.25028, 0.44659, -9.42758], [-3.05697, -1.53337, -9.10537], [-4.90292, -1.19122, -11.07175], [-4.10431, 0.98030, -12.47432]], "atomic_forces_ev_per_a": [[-0.2, 0.3, 0.0], [0.1, -0.1, 0.5], [0.0, 0.0, -0.2], [0.0, -0.1, -0.5], [0.0, 0.0, 0.3], [-0.3, 0.0, 0.3], [0.1, 0.1, -0.4], [0.4, -0.4, -0.3], [-0.1, 0.1, 0.2], [0.2, 0.1, 0.0], [0.3, 0.1, -0.2], [-0.3, -0.2, 0.1], [0.1, 0.2, 0.0], [-0.1, 0.2, -0.1], [-0.1, -0.1, 0.0], [0.4, 0.0, -0.1], [0.2, 0.0, 0.1], [0.0, 0.0, 0.0], [0.1, -0.1, 0.0], [0.0, 0.0, 0.0], [0.0, -0.2, -0.1], [0.0, 0.1, -0.1], [-0.2, 0.3, 0.3], [-0.2, -0.1, 0.1], [0.0, 0.0, -0.1], [0.1, 0.0, 0.1], [-0.1, 0.0, 0.0], [-0.1, -0.1, 0.1], [0.0, 0.1, 0.0], [0.0, 0.0, -0.1], [0.0, 0.0, 0.0], [0.0, 0.0, 0.0], [0.0, 0.0, 0.0], [0.1, 0.0, 0.0], [-0.1, 0.0, 0.0], [0.0, 0.0, 0.0], [0.0, 0.0, 0.0], [0.0, 0.0, 0.0], [0.0, 0.0, 0.0], [0.0, 0.1, 0.1], [0.0, 0.0, 0.1], [0.0, 0.1, 0.1], [0.0, 0.0, 0.0], [0.0, 0.0, 0.0], [-0.1, -0.1, -0.1], [0.0, 0.0, 0.0], [0.0, 0.0, 0.0], [0.0, 0.0, 0.0], [0.0, 0.0, 0.0], [0.0, 0.0, 0.0], [0.0, 0.0, 0.0], [0.0, 0.0, 0.0], [0.0, 0.0, 0.0], [0.1, 0.0, 0.0], [0.0, 0.0, 0.0], [0.0, 0.0, 0.0], [0.0, 0.0, 0.0], [0.0, 0.0, 0.0], [0.0, 0.0, 0.0], [0.0, 0.0, 0.0], [0.0, 0.1, -0.1], [0.0, 0.0, 0.0], [0.0, 0.0, 0.0], [0.0, 0.0, 0.0], [0.0, 0.0, 0.0], [0.0, 0.0, 0.0], [0.0, 0.0, 0.0], [0.0, 0.0, 0.0], [0.0, 0.0, 0.0]], "nbo_charge": [-0.663, 0.189, -0.337, -0.064, 0.009, 0.779, -0.514, -0.671, -0.010, -0.561, 0.870, -0.486, -0.331, 0.097, -0.280, -0.423, 0.181, 0.214, 0.222, 0.257, 0.247, 0.204, 0.520, 0.285, 0.271, 0.249, 0.253, 0.245, 0.242, -0.516, -0.081, -0.298, -0.296, -0.089, 0.404, 0.212, 0.229, 0.229, 0.210, -0.516, -0.093, -0.299, -0.301, -0.069, 0.400, 0.213, 0.228, 0.229, 0.216, -0.513, -0.087, -0.298, -0.307, -0.078, 0.407, 0.217, 0.214, 0.224, 0.216, -0.508, -0.085, -0.293, -0.308, -0.077, 0.408, 0.206, 0.223, 0.222, 0.211], "charge": 1, "orbital_gap_ev": 4.2, "e_lumo_ha": -0.17999, "homo_ev": -9.09}